No. 1
DFT (wB97M-V/def2-TZVPD) results for a molecular structure, C4H12CoN2O2S4Sb.

```
26
C4H12CoN2O2S4Sb, DFT wB97M-V/def2-TZVPD
Co -1.0917 -0.6332 0.4507
S -2.4596 3.1037 3.6068
Sb -1.0134 1.7851 2.5699
S -0.9303 1.5428 0.2099
S -1.1647 -0.5637 2.6709
S 1.2099 2.4275 3.2065
C -3.7429 -1.1797 -2.1929
C -2.6833 -0.9799 -1.1644
O -1.4367 -1.0271 -1.4448
O -2.9748 -0.7520 0.0478
H -3.3031 -1.4945 -3.1344
H -4.2729 -0.2363 -2.3264
H -4.4644 -1.9139 -1.8377
N 2.9945 0.9676 0.2795
C 2.9628 -0.1903 -0.6134
C 1.5131 -0.5929 -0.8372
N 0.8408 -0.8258 0.4553
H 3.9330 1.1721 0.5926
H 1.7958 1.7634 2.2064
H 2.6374 1.7947 -0.1870
H 3.5078 -1.0048 -0.1308
H 3.4327 -0.0176 -1.5878
H 1.4297 -1.4850 -1.4547
H 0.9747 0.2085 -1.3446
H 1.2097 -0.1389 1.1122
H 1.0962 -1.7298 0.8478
```

Output
- LUMO level (spin up / spin down) (eV) = -1.514 / -1.516
- frontier orbital gap (spin up / spin down) (eV) = 6.9 / 6.9
- charge = 0

=====

No. 2
DFT (wB97M-V/def2-TZVPD) results for 13 unconnected molecules or ions with the total composition C24H43F6N4O24 in a non-equilibrium geometry.

```
101
C24H43F6N4O24, DFT wB97M-V/def2-TZVPD
N -3.7658 2.7558 -0.0524
H -3.2798 2.4259 -0.8740
H -4.6932 2.3560 -0.0377
H -3.6832 3.7618 -0.0172
H -3.2730 2.3515 0.7311
N -0.0276 0.5789 0.1109
H 0.2484 -0.3484 0.4008
H -0.4930 1.0704 0.8606
H -0.7363 0.5847 -0.6088
H 0.7251 1.1690 -0.2137
N -0.1119 4.2994 -2.4682
H -0.9621 3.8512 -2.7789
H -0.3841 4.7306 -1.5964
H 0.3023 4.9543 -3.1160
H 0.4279 3.5091 -2.1455
N 0.6821 4.9866 1.5279
H -0.1427 5.0903 0.9542
H 0.9686 5.8136 2.0320
H 1.4081 4.5736 0.9601
H 0.4620 4.2278 2.1571
C -2.2389 2.4762 4.0870
C -1.3067 2.5878 2.9414
O -1.6983 2.3033 1.8185
O -0.1400 2.9139 3.1793
H -1.9254 3.0695 4.9461
H -2.2430 1.4624 4.4872
H -3.2422 2.6819 3.7139
C 3.7918 2.8397 -1.9032
C 2.3325 2.9356 -1.3272
O 1.5385 2.0680 -1.7788
O 1.9802 3.7386 -0.4438
H 3.9956 2.0580 -2.6351
H 4.4225 2.6587 -1.0329
H 4.0662 3.7444 -2.4457
C -2.5461 0.3703 -3.9016
C -2.2949 1.0634 -2.5557
O -2.1124 0.3380 -1.5346
O -2.3105 2.3265 -2.4898
H -2.7608 1.1031 -4.6794
H -3.2890 -0.4259 -3.9498
H -1.6821 -0.2004 -4.2420
C 1.6832 -0.5302 -3.9245
C 1.7835 -1.6008 -2.8823
O 0.5493 -2.0875 -3.0405
C 0.2290 -2.0975 -4.3927
O -0.6449 -2.8292 -4.9025
O 0.9839 -1.2061 -4.9288
F 1.8432 -1.1272 -1.6253
H 2.6729 -0.2056 -4.2460
H 1.0577 0.3220 -3.6590
H 2.5323 -2.3797 -3.0265
C -3.4358 -2.2800 2.3337
C -2.8760 -0.8821 2.3571
O -1.7591 -1.0074 3.2051
C -1.4488 -2.2844 3.4782
O -0.4510 -2.6031 4.0149
O -2.3425 -3.0971 2.8228
F -3.7071 -0.0035 2.9237
H -3.8149 -2.5852 1.3584
H -4.2533 -2.4241 3.0401
H -2.6497 -0.3922 1.4101
C -4.3854 -2.6217 -1.8653
C -3.4954 -3.3935 -2.8354
O -4.3416 -3.4758 -3.9411
C -5.6550 -3.1641 -3.5863
O -6.5722 -3.0604 -4.4011
O -5.7393 -2.8854 -2.2956
F -3.2668 -4.5764 -2.3749
H -4.2304 -1.5438 -1.9126
H -4.2765 -2.9723 -0.8390
H -2.5181 -2.9340 -2.9829
C 4.6369 -2.1708 2.0594
C 3.8286 -1.5064 1.0048
O 4.4352 -0.2863 0.9297
C 5.6784 -0.3481 1.4053
O 6.4709 0.5427 1.2926
O 5.8986 -1.5340 1.8890
F 2.6222 -1.3736 1.3965
H 4.5878 -3.2532 1.9403
H 4.2225 -1.9327 3.0391
H 3.8746 -2.0895 0.0850
C 0.8063 -5.1165 -0.9998
C -0.3263 -5.4731 -0.1984
O -0.8892 -4.1848 0.1158
C 0.1953 -3.3461 0.2223
O 0.2253 -2.2121 0.6512
O 1.2750 -3.9606 -0.3706
F 0.1163 -5.9340 0.9689
H 0.6555 -4.8875 -2.0547
H 1.5320 -5.9280 -0.9457
H -1.0684 -6.1829 -0.5639
C 2.8602 2.5738 4.2892
C 2.7813 1.4752 3.2116
O 3.6952 0.5385 3.6528
C 4.6537 1.2030 4.3374
O 5.7686 0.8525 4.5482
O 4.1118 2.2991 4.9116
F 3.2325 2.2129 2.1345
H 1.9963 2.4177 4.9353
H 2.8586 3.5520 3.8085
H 1.7845 1.1256 2.9426
```

Output
- LUMO level (eV) = -3.648
- frontier orbital gap (eV) = 8.7
- charge = +1

=====

No. 3
DFT (wB97M-V/def2-TZVPD) results for a molecular structure, H24KrO12.

```
37
H24KrO12, DFT wB97M-V/def2-TZVPD
Kr -0.1189 0.1131 0.2619
O -3.1223 -0.4211 2.4168
H -3.0474 -0.5823 1.4763
H -3.0287 -1.2858 2.8167
O 0.1794 -0.6927 -3.3506
H 0.0537 0.2053 -3.0439
H -0.5707 -1.1732 -3.0003
O 1.2968 -2.2184 2.5154
H 1.3708 -1.2642 2.5313
H 0.5394 -2.3911 1.9562
O 3.5010 1.2382 -2.1985
H 3.3781 1.6494 -3.0541
H 2.8655 1.6728 -1.6299
O 3.0904 -0.9866 0.3137
H 2.7128 -1.1954 -0.5407
H 2.8672 -1.7369 0.8646
O -3.3592 -1.1405 -0.3769
H -2.7832 -1.8283 -0.7107
H -3.7446 -0.7489 -1.1607
O 0.0173 2.1847 -2.6892
H -0.1139 2.7712 -1.9441
H 0.8535 2.4589 -3.0660
O -2.6530 2.4100 3.0694
H -2.5411 1.5080 2.7693
H -3.5940 2.4975 3.2211
O -0.7236 -3.4167 0.8937
H -1.2176 -3.4437 0.0743
H -0.2842 -4.2659 0.9372
O 1.3710 0.8085 3.4986
H 0.9011 1.6424 3.5108
H 2.2845 1.0455 3.6583
O 2.5060 -2.1289 -2.3999
H 1.7546 -1.6760 -2.7827
H 3.2637 -1.6151 -2.6794
O -1.0464 3.7220 -0.8142
H -1.5880 4.2456 -1.4047
H -1.2700 4.0388 0.0609
```

Output
- LUMO level (eV) = -0.300
- relative energy (zero: lowest compared OMol25 entry of this formula, charge and spin) (kJ/mol) = 90.5
- frontier orbital gap (eV) = 9.8
- charge = 0

=====

No. 4
DFT (wB97M-V/def2-TZVPD) results for 2 unconnected molecules or ions with the total composition C4H11NO in a non-equilibrium geometry.

```
17
C4H11NO, DFT wB97M-V/def2-TZVPD
C 0.8625 0.2376 -1.5535
C 1.7227 -0.9426 -1.0473
H 1.4144 1.1682 -1.4524
H 0.7376 0.0508 -2.6202
H -0.1063 0.1824 -1.0776
H 1.1679 -1.8661 -0.9590
H 2.1350 -0.6577 -0.0745
H 2.6336 -1.0443 -1.6383
C -0.2886 0.7975 1.5637
C -1.4255 -0.1705 1.3897
O -1.5839 -1.1338 2.1102
N -2.2803 0.0835 0.3474
H -0.2157 0.9503 2.6461
H -0.3577 1.7874 1.1237
H -2.9605 -0.6200 0.1200
H -2.1021 0.8909 -0.2197
H 0.6470 0.2863 1.3418
```

Output
- LUMO level (eV) = 0.882
- relative energy (zero: lowest compared OMol25 entry of this formula, charge and spin) (kJ/mol) = 27.1
- frontier orbital gap (eV) = 10.8
- charge = 0
- SMILES = CC(N)=O.CC

=====

No. 5
DFT (wB97M-V/def2-TZVPD) results for a molecular structure, C38H49BrCl3N3O3Rb in a non-equilibrium geometry.

```
98
C38H49BrCl3N3O3Rb, DFT wB97M-V/def2-TZVPD
Rb -0.2034 -0.0305 -0.2253
C 1.5062 2.7232 1.0576
C 0.3289 2.9124 1.8345
C 0.3149 1.8593 2.8099
C 1.4978 1.0976 2.6037
C 2.2314 1.6175 1.5271
C 3.6374 1.2141 1.1220
C 3.8302 -0.3016 1.2364
C 4.6614 1.8976 2.0419
C 3.9324 1.6328 -0.3205
C -0.6159 1.4832 3.9736
C -0.2295 2.2382 5.2579
C -2.1095 1.7038 3.6994
C -0.4574 -0.0169 4.2957
C -0.5373 4.1711 1.6371
C -1.9273 3.9016 1.0373
C -0.6861 4.9679 2.9444
C 0.1485 5.1235 0.6470
H 1.8310 3.3660 0.2512
H 1.8185 0.2599 3.2139
H 3.6498 -0.6437 2.2594
H 4.8531 -0.5851 0.9585
H 3.1374 -0.8350 0.5768
H 4.5023 1.5872 3.0783
H 4.5377 2.9825 1.9961
H 5.6920 1.6478 1.7532
H 3.2170 1.1838 -1.0138
H 4.9407 1.3188 -0.6145
H 3.8708 2.7179 -0.4344
H -0.3601 3.3152 5.1448
H 0.8245 2.0541 5.4862
H -0.8368 1.9049 6.1124
H -2.3752 2.7578 3.6704
H -2.7091 1.2420 4.4944
H -2.4021 1.2580 2.7436
H 0.5160 -0.2291 4.7487
H -0.5382 -0.6233 3.3884
H -1.2288 -0.3334 5.0083
H -2.5813 3.3429 1.7035
H -1.8265 3.3367 0.1115
H -2.4282 4.8483 0.7975
H -1.2859 4.4414 3.6840
H -1.1736 5.9319 2.7518
H 0.2978 5.1569 3.3834
H 0.2312 4.6759 -0.3465
H 1.1503 5.3973 0.9855
H -0.4473 6.0372 0.5553
O 4.4970 -4.8913 1.5532
C 3.3400 -4.1913 1.4863
C 2.7927 -3.5367 2.5783
C 1.6201 -2.8335 2.3914
N 0.9833 -2.7585 1.2181
C 1.5241 -3.4041 0.2095
Br 0.6167 -3.2602 -1.4509
C 2.6952 -4.1364 0.2625
H 4.8583 -4.8233 2.4428
H 3.2810 -3.5534 3.5464
H 1.1748 -2.2766 3.2115
H 3.1034 -4.6299 -0.6078
Cl -4.1366 3.1863 -6.1021
C -3.0704 2.2194 -5.1012
C -3.2835 2.1441 -3.7359
C -2.4291 1.3747 -2.9711
Cl -2.7483 1.2110 -1.2528
C -1.3064 0.6457 -3.4726
O -0.5435 -0.0475 -2.7362
C -1.1743 0.7710 -4.8881
Cl 0.1263 -0.1152 -5.6424
C -2.0143 1.5314 -5.6786
H -4.1078 2.6714 -3.2727
H -1.8486 1.5798 -6.7459
C -6.5118 -4.2856 -3.7698
C -6.8252 -2.8406 -3.3995
N -5.8565 -2.2584 -2.4698
C -4.9363 -1.2552 -3.0177
C -3.9511 -1.8437 -4.0166
C -5.9909 -2.6063 -1.1638
O -6.8951 -3.3445 -0.7847
C -5.0227 -2.0790 -0.1360
C -5.5100 -1.5293 1.0393
C -4.6177 -1.1496 2.0264
C -3.2615 -1.3527 1.8121
N -2.7766 -1.8763 0.6865
C -3.6503 -2.2309 -0.2586
H -7.2128 -4.6462 -4.5275
H -6.5993 -4.9215 -2.8879
H -5.4989 -4.3756 -4.1665
H -7.8102 -2.7918 -2.9389
H -6.8316 -2.2076 -4.2874
H -4.4094 -0.7668 -2.2067
H -5.5360 -0.4859 -3.5108
H -3.2969 -2.5798 -3.5417
H -3.3232 -1.0552 -4.4318
H -4.4722 -2.3307 -4.8444
H -6.5790 -1.4161 1.1734
H -4.9599 -0.7009 2.9514
H -2.5356 -1.0659 2.5663
H -3.2264 -2.6460 -1.1685
```

Output
- LUMO level (eV) = 1.786
- relative energy (zero: lowest compared OMol25 entry of this formula, charge and spin) (kJ/mol) = 30.8
- frontier orbital gap (eV) = 5.5
- charge = -1

=====

No. 6
DFT (wB97M-V/def2-TZVPD) results for 14 unconnected molecules or ions with the total composition C4H36O13S2 in a non-equilibrium geometry.

```
55
C4H36O13S2, DFT wB97M-V/def2-TZVPD
C 2.5459 0.7360 0.4498
C 2.3411 0.4879 -1.0722
C 3.9407 1.2482 0.7215
S 3.6936 3.0046 1.2592
S 3.2793 2.9089 3.2225
C 1.7437 2.0779 3.5683
H 1.7329 1.1403 1.0412
H 2.5269 -0.2427 0.9731
H 3.2819 0.4164 -1.5789
H 1.5218 -0.1584 -1.2646
H 1.8073 1.4914 -1.3513
H 4.6344 0.8104 1.4103
H 4.5988 1.0756 -0.1523
H 1.4758 2.1012 4.6217
H 0.8639 2.6192 3.1827
H 1.4344 1.0214 3.3536
H 2.5108 -0.9246 -3.7457
H 3.7162 -0.0437 -3.8357
O 3.4120 -0.9202 -4.0957
H 0.6009 3.7774 0.2446
H -0.5674 4.1801 -0.4841
O 0.3845 4.3749 -0.4927
H -3.8918 -3.2662 -0.8248
H -4.8463 -1.9773 -0.6958
O -4.3215 -2.5251 -1.2823
H -1.3978 1.0025 0.6447
H -1.0461 0.8995 2.1513
O -0.9670 1.4457 1.3764
H -3.2850 1.3342 -1.2282
H -4.6640 1.6977 -0.8397
O -3.9516 1.1038 -0.5607
H -2.0620 -4.3296 -1.3165
H -1.7787 -3.8375 0.1821
O -1.8479 -3.5820 -0.7518
H 2.3317 -3.9876 -0.7598
H 1.7849 -2.4853 -0.8941
O 2.2717 -3.1164 -0.3484
H -2.4490 -0.8806 0.3515
H -3.6812 -0.1030 1.0504
O -2.8303 -0.5340 1.1619
H -0.5774 1.4968 -1.7771
H -0.8800 0.1018 -2.5243
O -1.1781 0.7307 -1.8672
H -0.3890 -2.7169 -2.2743
H 0.1897 -1.3275 -1.7686
O 0.4001 -2.1723 -2.1748
H -2.1058 -0.0541 2.8681
H -2.3483 -1.1455 3.7844
O -2.0707 -0.2209 3.8284
H -3.2132 -3.5200 2.1746
H -1.9185 -4.1227 2.7623
O -2.2666 -3.6157 2.0185
H 0.6383 2.8973 -2.0242
H 0.4049 3.1614 -3.5396
O 0.4668 2.4665 -2.8779
```

Output
- LUMO level (eV) = -0.157
- relative energy (zero: lowest compared OMol25 entry of this formula, charge and spin) (kJ/mol) = 156.2
- frontier orbital gap (eV) = 8.1
- charge = 0

=====

No. 7
DFT (wB97M-V/def2-TZVPD) results for 2 unconnected molecules or ions with the total composition C4H12N2S in a non-equilibrium geometry.

```
19
C4H12N2S, DFT wB97M-V/def2-TZVPD
C 1.9966 0.6909 0.4915
C 0.7613 1.4031 -0.0726
S -0.0752 0.4268 -1.4245
N 3.0917 0.5008 -0.4567
H 1.8129 -0.2949 0.9300
H 2.3847 1.3570 1.2971
H 0.9595 2.3641 -0.6266
H 0.0146 1.6378 0.7478
H 3.2136 1.4344 -0.8932
H 2.6296 0.0080 -1.2297
C -2.6047 -0.3419 1.4288
C -1.2764 -2.1738 0.8831
N -1.9308 -1.2019 0.3692
H -3.5130 -0.8567 1.7300
H -2.7726 0.6254 0.9676
H -1.9471 -0.1470 2.2949
H -1.4080 -2.4246 2.0149
H -0.4843 -2.7506 0.3574
H -1.0735 -0.3440 -0.5711
```

Output
- LUMO level (eV) = 0.229
- relative energy (zero: lowest compared OMol25 entry of this formula, charge and spin) (kJ/mol) = 193.9
- frontier orbital gap (eV) = 8.6
- charge = 0
- SMILES = C=NC.NCCS

=====

No. 8
DFT (wB97M-V/def2-TZVPD) results for a molecular structure, C16H12N2O4 in a non-equilibrium geometry.

```
34
C16H12N2O4, DFT wB97M-V/def2-TZVPD
C 2.7909 0.7315 2.0416
C 2.0736 -0.5172 1.7077
O 1.8982 -1.2918 2.4857
N 1.3645 -0.5803 0.4340
C 0.5130 -1.8128 -0.1146
O 0.8444 -2.8515 0.1191
C -0.9714 -1.3869 -0.1854
C -1.6772 -2.3052 -0.9021
C -3.0932 -2.2078 -0.9951
C -3.6212 -1.1341 -0.4909
C -2.9740 0.2304 -0.0349
C -3.7068 1.2733 0.2973
C -2.9012 2.1199 0.6633
C -1.5221 2.4322 0.6282
C -0.8343 1.2310 0.0223
C -1.5572 -0.0263 0.0436
C 0.5889 1.4196 -0.2376
O 0.8597 2.6528 -0.4608
N 1.5369 0.6004 -0.5068
C 2.3449 0.4603 -1.3679
O 2.3628 1.2355 -2.4413
C 3.1404 -0.7062 -1.2645
H 3.7719 -0.7506 -0.4104
H 3.9202 -0.6896 -2.0535
H 2.6677 -1.5389 -1.7812
H -0.9221 3.2905 0.7391
H -3.4344 2.9847 1.1470
H -4.6443 1.3080 0.4023
H -4.8174 -1.0551 -0.3575
H -3.5752 -3.1155 -1.1858
H -1.1441 -3.1522 -1.0235
H 3.4327 0.8750 1.0373
H 3.2854 0.6601 2.9276
H 2.0653 1.4744 1.9850
```

Output
- LUMO level (eV) = -1.130
- relative energy (zero: lowest compared OMol25 entry of this formula, charge and spin) (kJ/mol) = 1120.2
- frontier orbital gap (eV) = 8.2
- charge = 0